1.
Molecular formula: C3H2FKO2
Method: DFT, ωB97M-V/def2-TZVPD

Structure (XYZ):
```
9
C3H2FKO2 | OMol25 | ωB97M-V/def2-TZVPD
H -3.95741 0.10654 1.51236
F 0.37776 1.11838 0.06748
O -0.01427 -0.90004 -0.66750
C -0.40735 0.19411 -0.40354
K 2.51364 -2.72363 -0.83253
O -3.15220 0.66563 1.37843
C -1.80614 0.75446 -0.70422
C -2.52425 0.55030 0.35201
H -2.28017 0.81524 -1.69274
```

Summary:
**Net charge**: +2
**2S+1**: 1
**E_HOMO**: -20.022 eV
**Kohn-Sham gap**: 10.158 eV



2.
Molecular formula: C3H2FNO
Method: DFT, ωB97M-V/def2-TZVPD

Structure (XYZ):
```
8
C3H2FNO | OMol25 | ωB97M-V/def2-TZVPD
F 1.69240 1.63819 -0.17533
C 0.83244 0.66350 -0.05702
C -0.51464 0.58347 -0.07233
C -0.77394 -0.80884 0.07997
N 0.31996 -1.49524 0.18266
O 1.37113 -0.67147 0.10847
H -1.20369 1.39650 -0.16365
H -1.72367 -1.30611 0.09722
```

Summary:
**Relative energy (zero: lowest compared OMol25 entry of this formula, charge and spin)**: 28.3 kcal per mole
**Net charge**: 0
**2S+1**: 1
**E_HOMO**: -10.090 eV
**SMILES string**: Fc1ccno1
**Kohn-Sham gap**: 10.987 eV



3.
Molecular formula: C3H2FNO2
Method: DFT, ωB97M-V/def2-TZVPD

Structure (XYZ):
```
9
C3H2FNO2 | OMol25 | ωB97M-V/def2-TZVPD
O -1.96007 -0.53310 -0.02181
C -0.70791 -0.11465 0.04680
C -0.22948 1.12422 0.04433
O 1.17315 0.96869 0.02412
C 1.35375 -0.35493 -0.03496
F 2.60000 -0.62198 -0.01160
N 0.31773 -1.06565 0.13347
H -1.90877 -1.51717 -0.16335
H -0.63838 2.11458 -0.01699
```

Summary:
**Relative energy (zero: lowest compared OMol25 entry of this formula, charge and spin)**: 5.1 kcal per mole
**Net charge**: 0
**2S+1**: 1
**E_HOMO**: -9.094 eV
**SMILES string**: Oc1coc(F)n1
**Kohn-Sham gap**: 9.880 eV



4.
Molecular formula: C3H2FO2Sm
Method: DFT, ωB97M-V/def2-TZVPD

Structure (XYZ):
```
9
C3H2FO2Sm | OMol25 | ωB97M-V/def2-TZVPD
F 2.78182 -0.33412 1.34129
O -0.76978 1.11974 -1.26305
O 0.10719 -0.62316 0.53077
C 0.38640 1.28714 -0.83547
C 2.22300 0.43085 0.41678
C 0.88711 0.38586 0.19321
H 1.03793 2.05692 -1.27686
H 2.81933 1.30751 0.14469
Sm -2.02712 -0.67060 -0.37385
```

Summary:
**Relative energy (zero: lowest compared OMol25 entry of this formula, charge and spin)**: 0.0 kcal per mole
**Net charge**: +1
**2S+1**: 7
**E_HOMO (spin up / spin down)**: -12.304 / -12.367 eV
**Kohn-Sham gap (spin up / spin down)**: 7.320 / 7.466 eV



5.
Molecular formula: C3H2FP
Method: DFT, ωB97M-V/def2-TZVPD

Structure (XYZ):
```
7
C3H2FP | OMol25 | ωB97M-V/def2-TZVPD
C -0.61616 -0.28176 -0.82363
C -0.78000 -0.41300 -1.99907
C 0.05360 0.11131 0.96912
F -1.15999 -0.65329 -3.21181
P 1.61021 0.62201 1.01508
H -0.75691 -0.11293 1.62642
H 1.64925 0.72765 2.42389
```

Summary:
**Relative energy (zero: lowest compared OMol25 entry of this formula, charge and spin)**: 50.5 kcal per mole
**Net charge**: 0
**2S+1**: 1
**E_HOMO**: -9.878 eV
**Kohn-Sham gap**: 9.549 eV



6.
Molecular formula: C3H2IN
Method: DFT, ωB97M-V/def2-TZVPD

Structure (XYZ):
```
7
C3H2IN | OMol25 | ωB97M-V/def2-TZVPD
C -0.76588 -0.74983 -0.02574
C 0.33512 0.05134 -0.00157
I 2.14998 -1.01064 -0.01179
C 0.35470 1.43560 -0.08669
N 0.40785 2.56429 0.03402
H -0.71564 -1.76894 0.12917
H -1.76612 -0.52182 -0.03740
```

Summary:
**Relative energy (zero: lowest compared OMol25 entry of this formula, charge and spin)**: 3.1 kcal per mole
**Net charge**: 0
**2S+1**: 1
**E_HOMO**: -9.737 eV
**SMILES string**: C=C(I)C#N
**Kohn-Sham gap**: 9.443 eV



7.
Molecular formula: C3H2KMgO2
Method: DFT, ωB97M-V/def2-TZVPD

Structure (XYZ):
```
9
C3H2KMgO2 | OMol25 | ωB97M-V/def2-TZVPD
C 0.46007 0.54467 -0.98073
K -1.96323 -1.64213 0.89846
O -1.28030 0.73240 0.05197
C -0.89445 1.12546 -1.28258
H -0.92178 2.21905 -1.40062
H -1.50032 0.65006 -2.06797
Mg 2.33168 0.73726 0.38824
O 1.64812 0.34871 -1.51662
C 0.10870 0.08810 0.26651
```

Summary:
**Relative energy (zero: lowest compared OMol25 entry of this formula, charge and spin)**: 0.0 kcal per mole
**Net charge**: 0
**2S+1**: 2
**E_HOMO (spin up / spin down)**: -5.218 / -6.350 eV
**Kohn-Sham gap (spin up / spin down)**: 4.307 / 5.433 eV



8.
Molecular formula: C3H2Li2MgO3
Method: DFT, ωB97M-V/def2-TZVPD

Structure (XYZ):
```
11
C3H2Li2MgO3 | OMol25 | ωB97M-V/def2-TZVPD
C -1.53358 -0.80347 -0.01447
C -0.60209 -0.47192 -0.92405
O -2.33513 -1.14378 0.76941
H -0.89034 0.28330 -1.64476
H -0.12421 -1.29355 -1.44271
Mg -0.29261 -1.12936 3.60992
Li -2.56134 -1.54416 2.63764
O 1.44784 0.60409 -0.54807
C 1.61781 1.76537 -0.30099
O 2.05029 2.75562 -0.73356
Li 3.22337 0.97786 -1.40837
```

Summary:
**Relative energy (zero: lowest compared OMol25 entry of this formula, charge and spin)**: 14.5 kcal per mole
**Net charge**: +1
**2S+1**: 2
**E_HOMO (spin up / spin down)**: -8.648 / -11.768 eV
**Kohn-Sham gap (spin up / spin down)**: 4.801 / 7.905 eV



9.
Molecular formula: C3H2LiO3Pb
Method: DFT, ωB97M-V/def2-TZVPD

Structure (XYZ):
```
10
C3H2LiO3Pb | OMol25 | ωB97M-V/def2-TZVPD
O 1.39175 1.28318 1.44268
O -0.66077 0.36711 -0.08444
C -1.71183 -0.14907 -0.76077
C 0.57523 -0.36170 -0.02038
O -1.51259 -1.24242 -1.34730
C 1.58118 0.45060 0.38058
Li -3.45934 0.98205 -0.65580
H 2.63152 0.15955 0.28481
H 0.79736 0.71946 2.06299
Pb 0.36749 -2.20877 -1.30237
```

Summary:
**Relative energy (zero: lowest compared OMol25 entry of this formula, charge and spin)**: 0.0 kcal per mole
**Net charge**: 0
**2S+1**: 2
**E_HOMO (spin up / spin down)**: -4.889 / -7.403 eV
**Kohn-Sham gap (spin up / spin down)**: 3.536 / 6.037 eV



10.
Molecular formula: C3H2LiO3Pb
Method: DFT, ωB97M-V/def2-TZVPD

Structure (XYZ):
```
10
C3H2LiO3Pb | OMol25 | ωB97M-V/def2-TZVPD
H -0.32785 1.34140 -3.22467
O -0.68157 -0.98757 -0.24647
C -0.92139 -0.48275 0.97820
C 0.41515 -0.63018 -0.86906
O -1.94925 -0.82844 1.57373
O -0.10339 0.33912 1.49385
C 1.32476 -0.22061 -1.55116
Pb -1.48182 0.42638 3.23542
H 2.20903 0.01782 -2.12073
Li 1.51632 1.02483 0.73090
```

Summary:
**Relative energy (zero: lowest compared OMol25 entry of this formula, charge and spin)**: 85.4 kcal per mole
**Net charge**: +2
**2S+1**: 2
**E_HOMO (spin up / spin down)**: -16.439 / -18.510 eV
**Kohn-Sham gap (spin up / spin down)**: 6.051 / 8.122 eV